[1]
{"formula": "C35H38F6KN9O5S2Se", "method": "ωB97M-V/def2-TZVPD", "symbols": ["K", "O", "C", "N", "C", "C", "C", "C", "C", "C", "N", "C", "C", "C", "C", "C", "N", "H", "H", "H", "H", "H", "H", "H", "H", "H", "H", "C", "N", "C", "C", "C", "C", "C", "C", "C", "N", "C", "C", "C", "C", "C", "C", "N", "C", "C", "H", "H", "H", "H", "H", "H", "H", "H", "H", "H", "H", "H", "H", "H", "H", "H", "H", "H", "H", "H", "F", "C", "F", "F", "S", "O", "O", "N", "S", "O", "O", "C", "F", "F", "F", "C", "N", "C", "C", "N", "C", "C", "Se", "H", "H", "H", "H", "H", "H", "H", "H"], "positions_angstrom": [[0.647, -1.157, -0.972], [-1.889, -4.986, -1.447], [-1.548, -3.782, -1.356], [-0.635, -3.254, -0.583], [0.074, -4.202, 0.219], [0.923, -3.593, 1.284], [1.462, -4.393, 2.301], [2.262, -3.812, 3.263], [2.526, -2.449, 3.186], [1.953, -1.743, 2.142], [1.176, -2.296, 1.232], [-2.280, -2.777, -2.207], [-3.496, -3.170, -2.779], [-4.180, -2.295, -3.598], [-3.635, -1.036, -3.813], [-2.424, -0.738, -3.201], [-1.758, -1.577, -2.429], [0.761, -4.789, -0.413], [-0.623, -4.939, 0.662], [1.243, -5.451, 2.319], [2.667, -4.407, 4.074], [3.150, -1.962, 3.924], [2.102, -0.679, 2.025], [-3.850, -4.173, -2.581], [-5.124, -2.577, -4.056], [-4.128, -0.312, -4.449], [-1.975, 0.239, -3.330], [-3.262, -1.496, 0.943], [-2.338, -0.443, 1.274], [-1.538, -0.727, 2.437], [-2.931, 0.858, 1.338], [-3.933, 1.138, 2.249], [-4.479, 2.407, 2.393], [-3.942, 3.431, 1.622], [-2.961, 3.170, 0.693], [-2.454, 1.861, 0.451], [-1.508, 1.596, -0.467], [-1.477, 2.283, -1.613], [-2.648, 2.880, -2.159], [-2.620, 3.707, -3.252], [-1.420, 3.972, -3.897], [-0.292, 3.279, -3.479], [-0.299, 2.415, -2.401], [0.875, 1.638, -2.089], [2.011, 2.475, -1.777], [1.184, 0.724, -3.174], [-3.975, -1.744, 1.757], [-2.694, -2.388, 0.690], [-3.829, -1.193, 0.064], [-2.118, -0.733, 3.388], [-0.757, 0.028, 2.513], [-1.061, -1.695, 2.313], [-4.308, 0.335, 2.873], [-5.284, 2.595, 3.099], [-4.299, 4.449, 1.762], [-2.539, 3.988, 0.117], [-3.588, 2.653, -1.674], [-3.539, 4.164, -3.605], [-1.370, 4.666, -4.727], [0.633, 3.430, -4.025], [2.382, 3.064, -2.639], [2.830, 1.855, -1.415], [1.717, 3.167, -0.988], [1.357, 1.250, -4.132], [0.368, 0.018, -3.302], [2.084, 0.162, -2.941], [3.576, -2.460, -4.547], [3.524, -3.628, -3.903], [2.827, -4.458, -4.695], [4.776, -4.113, -3.868], [2.764, -3.465, -2.163], [1.689, -2.564, -2.407], [2.548, -4.825, -1.804], [3.936, -2.838, -1.331], [3.957, -1.269, -1.247], [4.463, -0.621, -2.416], [2.894, -0.648, -0.537], [5.392, -1.199, -0.018], [5.655, 0.040, 0.433], [5.115, -1.939, 1.060], [6.542, -1.659, -0.526], [3.499, 2.500, 3.079], [2.278, 2.948, 3.675], [2.113, 3.491, 4.925], [0.788, 3.694, 5.109], [0.139, 3.278, 3.978], [-1.276, 3.226, 3.762], [1.054, 2.812, 3.073], [0.676, 2.220, 1.401], [4.334, 3.102, 3.436], [3.400, 2.594, 1.997], [3.682, 1.447, 3.308], [2.946, 3.690, 5.569], [0.255, 4.105, 5.944], [-1.780, 3.922, 4.430], [-1.655, 2.215, 3.926], [-1.492, 3.475, 2.721]], "mulliken_charge": [1.639, -0.890, -0.779, 1.281, -2.167, 0.809, -1.020, -0.541, -0.860, -1.094, 1.261, 0.311, -0.897, -0.343, -1.059, -0.058, 0.606, 0.354, 0.492, 0.522, 0.371, 0.435, 0.642, 0.484, 0.389, 0.429, 0.254, -1.217, 1.581, -0.523, -0.599, 0.102, -1.084, -0.627, -0.183, -0.505, 1.077, -1.267, -0.194, -0.761, -1.075, -0.145, -0.182, 1.782, -1.116, -1.150, 0.291, 0.144, 0.289, 0.293, -0.255, 0.173, 0.258, 0.312, 0.314, 0.399, 0.503, 0.375, 0.349, 0.290, 0.336, -0.043, 0.382, 0.417, 0.221, 0.193, -0.209, 0.498, -0.242, -0.255, 0.968, -0.778, -0.747, -0.576, 0.898, -0.702, -0.182, 0.424, -0.233, -0.199, -0.246, -0.867, 0.279, -0.520, -0.505, 0.217, -0.660, -0.144, -0.409, 0.336, 0.288, 0.235, 0.436, 0.424, 0.320, 0.274, 0.152], "homo_lumo_gap_ev": 4.809, "total_charge": -2, "largest_force_ev_per_a": 3.64, "energy_ev": -180208.18256, "lumo_energy_ev": 3.784, "de_lowest_kj_mol": 234.1}

=====

[2]
{"formula": "C35H38FN7O5S2Ti", "method": "ωB97M-V/def2-TZVPD", "symbols": ["Ti", "C", "C", "N", "N", "C", "S", "S", "C", "C", "C", "C", "C", "C", "C", "C", "C", "C", "C", "C", "C", "O", "H", "H", "H", "H", "H", "H", "H", "H", "H", "H", "H", "H", "H", "H", "F", "C", "C", "C", "C", "O", "C", "C", "N", "C", "C", "C", "C", "C", "C", "N", "C", "C", "N", "C", "C", "C", "O", "O", "H", "H", "H", "H", "H", "H", "H", "H", "H", "H", "H", "H", "H", "H", "H", "H", "H", "H", "C", "N", "C", "N", "O", "H", "H", "H", "H", "H", "H"], "positions_angstrom": [[-1.472, 1.706, 1.120], [-2.610, 3.437, -2.817], [-2.633, 3.218, -1.338], [-1.808, 2.357, -0.828], [-0.855, 1.801, -1.689], [0.296, 1.618, -1.181], [0.807, 1.904, 0.460], [1.546, 0.965, -2.259], [1.380, 2.287, -3.463], [1.914, 3.597, -2.949], [1.072, 4.636, -2.588], [1.608, 5.817, -2.047], [2.972, 5.975, -1.934], [3.796, 4.954, -2.317], [3.277, 3.782, -2.816], [-3.399, 4.030, -0.405], [-4.471, 4.822, -0.820], [-5.182, 5.598, 0.075], [-4.845, 5.671, 1.421], [-3.793, 4.895, 1.874], [-3.047, 4.067, 1.003], [-1.969, 3.424, 1.550], [-1.569, 3.494, -3.139], [-3.174, 4.326, -3.116], [-3.006, 2.558, -3.333], [0.317, 2.291, -3.663], [1.939, 2.016, -4.352], [-0.003, 4.534, -2.573], [0.939, 6.631, -1.774], [3.369, 6.919, -1.562], [4.854, 5.148, -2.229], [3.965, 3.003, -3.085], [-4.747, 4.777, -1.863], [-6.016, 6.235, -0.289], [-5.436, 6.254, 2.100], [-3.498, 4.840, 2.902], [0.677, -2.862, -3.091], [0.706, -2.962, -1.768], [-0.008, -2.064, -1.035], [0.017, -2.168, 0.370], [-0.526, -1.068, 1.153], [-1.319, -0.244, 0.631], [-0.164, -1.030, 2.505], [0.318, -2.198, 3.062], [0.686, -3.298, 2.393], [0.968, -4.527, 3.157], [2.392, -5.020, 3.438], [1.546, -4.383, 4.529], [0.696, -3.229, 0.978], [1.457, -4.062, 0.204], [1.520, -3.936, -1.170], [2.560, -4.624, -1.838], [3.151, -4.079, -3.044], [4.615, -4.458, -3.062], [4.732, -5.977, -3.026], [4.021, -6.546, -1.802], [2.601, -6.069, -1.778], [-0.470, 0.076, 3.420], [-0.396, -0.050, 4.598], [-0.847, 1.199, 2.840], [-0.572, -1.238, -1.445], [0.400, -2.179, 4.119], [0.169, -5.278, 3.023], [3.247, -4.461, 3.036], [2.510, -6.068, 3.461], [1.823, -3.418, 4.899], [1.104, -4.988, 5.319], [2.096, -4.747, 0.750], [3.057, -2.988, -3.105], [2.610, -4.421, -3.944], [5.167, -4.061, -2.202], [5.109, -4.074, -3.968], [5.735, -6.220, -3.025], [4.265, -6.374, -3.864], [4.584, -6.136, -0.970], [4.116, -7.604, -1.856], [2.162, -6.418, -0.828], [2.047, -6.503, -2.645], [-4.417, 1.743, 4.991], [-3.604, 1.472, 3.805], [-4.081, 1.396, 2.558], [-5.395, 1.479, 2.367], [-3.371, 1.187, 1.525], [-3.687, 1.957, 5.780], [-5.024, 0.838, 5.243], [-5.077, 2.594, 4.830], [-2.596, 1.394, 3.843], [-6.058, 1.660, 3.099], [-5.771, 1.449, 1.464]], "mulliken_charge": [-0.133, -1.306, 1.272, 0.944, -0.806, 0.721, -0.519, -0.109, -1.250, 0.768, 0.057, -0.785, -0.450, -0.692, -0.422, -0.055, -0.960, -0.675, -0.755, -0.211, 0.734, -0.402, 0.132, 0.465, 0.318, 0.275, 0.580, 0.354, 0.391, 0.395, 0.389, 0.396, 0.439, 0.359, 0.465, 0.534, -0.378, -0.187, -0.987, 0.874, 1.161, -0.436, -0.233, -0.533, 0.506, 0.017, -0.639, -0.961, -0.504, -0.255, -0.747, 0.385, -0.505, -0.896, -0.167, -0.777, -0.589, 0.507, -0.708, -0.583, 0.836, 0.777, 0.373, 0.271, 0.314, 0.350, 0.283, 0.672, 0.361, 0.382, 0.347, 0.427, 0.361, 0.405, 0.417, 0.415, 0.432, 0.249, -1.187, 0.162, 0.651, -0.354, -0.501, 0.369, 0.339, 0.401, 0.240, 0.156, 0.227], "homo_lumo_gap_ev": 7.155, "total_charge": 2, "largest_force_ev_per_a": 1.79, "energy_ev": -105074.35270, "lumo_energy_ev": -5.032, "de_lowest_kj_mol": 0.0}

=====

[3]
{"formula": "C35H38IrN11S2Se", "method": "ωB97M-V/def2-TZVPD", "symbols": ["Ir", "S", "C", "N", "C", "C", "N", "C", "C", "C", "C", "C", "C", "C", "C", "S", "C", "C", "C", "C", "C", "C", "C", "H", "H", "H", "H", "H", "H", "H", "H", "H", "H", "H", "H", "H", "H", "H", "H", "H", "H", "N", "C", "N", "C", "N", "N", "C", "N", "C", "C", "C", "C", "C", "N", "H", "H", "H", "H", "H", "H", "H", "H", "Se", "N", "C", "C", "C", "C", "N", "C", "N", "H", "H", "H", "C", "C", "C", "C", "H", "H", "H", "H", "H", "H", "H", "H", "H"], "positions_angstrom": [[-0.161, 0.526, -0.319], [0.714, 0.613, -2.442], [-0.716, 0.672, -3.456], [-0.580, 0.721, -4.787], [-1.787, 0.701, -5.605], [-2.857, 1.526, -4.927], [-3.082, 1.001, -3.584], [-4.471, 0.891, -3.124], [-5.213, -0.140, -3.933], [-4.958, -1.493, -3.724], [-5.602, -2.450, -4.490], [-6.507, -2.061, -5.470], [-6.770, -0.716, -5.678], [-6.123, 0.243, -4.910], [-1.997, 0.661, -2.873], [-2.179, 0.194, -1.175], [0.695, 0.799, -5.500], [0.885, 2.159, -6.125], [1.165, 2.276, -7.480], [1.350, 3.528, -8.051], [1.247, 4.668, -7.270], [0.962, 4.557, -5.915], [0.783, 3.308, -5.345], [-2.123, -0.333, -5.731], [-1.547, 1.119, -6.581], [-3.790, 1.476, -5.483], [-2.539, 2.571, -4.851], [-4.934, 1.876, -3.223], [-4.461, 0.632, -2.068], [-4.259, -1.799, -2.952], [-5.409, -3.501, -4.318], [-7.012, -2.808, -6.066], [-7.483, -0.411, -6.431], [-6.344, 1.294, -5.061], [0.685, 0.027, -6.273], [1.498, 0.556, -4.806], [1.244, 1.387, -8.094], [1.571, 3.610, -9.106], [1.389, 5.644, -7.715], [0.888, 5.448, -5.306], [0.572, 3.219, -4.285], [-0.215, 3.824, -1.313], [-0.895, 3.703, -0.168], [-1.669, 4.706, 0.214], [-2.352, 4.522, 1.346], [-3.134, 5.501, 1.776], [-2.321, 3.385, 2.094], [-1.531, 2.459, 1.632], [-0.767, 2.544, 0.532], [-1.439, 1.169, 2.354], [-1.820, 1.040, 3.676], [-1.653, -0.188, 4.298], [-1.137, -1.246, 3.568], [-0.792, -1.041, 2.244], [-0.930, 0.146, 1.649], [-0.187, 4.732, -1.746], [0.462, 3.126, -1.579], [-3.169, 6.371, 1.273], [-3.642, 5.393, 2.637], [-2.231, 1.896, 4.190], [-1.924, -0.317, 5.337], [-1.001, -2.223, 4.009], [-0.408, -1.844, 1.628], [1.988, 1.828, 1.915], [2.486, 0.711, 3.196], [2.543, -0.520, 2.686], [2.845, -1.664, 3.431], [2.904, -2.889, 2.780], [2.732, -2.950, 1.422], [2.453, -1.841, 0.670], [2.240, -0.646, 1.276], [1.788, 0.460, 0.667], [3.031, -1.567, 4.491], [3.129, -3.798, 3.317], [2.854, -3.865, 0.865], [3.785, -1.520, -2.881], [3.621, -1.085, -1.425], [4.944, -1.193, -0.677], [2.546, -1.974, -0.797], [4.406, -0.809, -3.426], [2.823, -1.591, -3.391], [4.270, -2.496, -2.939], [3.294, -0.044, -1.402], [5.306, -2.224, -0.670], [4.871, -0.853, 0.358], [5.703, -0.582, -1.165], [2.831, -3.010, -0.975], [1.561, -1.819, -1.241]], "mulliken_charge": [1.795, -0.723, 0.432, 0.154, -0.801, -0.771, 0.198, -1.339, 0.602, -0.158, -0.767, -0.445, -0.665, -0.280, 0.525, -0.530, -1.183, 0.378, -0.318, -0.661, -0.451, -0.675, 0.158, 0.336, 0.474, 0.465, 0.331, 0.447, 0.504, 0.422, 0.418, 0.404, 0.401, 0.424, 0.441, 0.228, 0.399, 0.410, 0.401, 0.404, 0.395, -0.116, 0.321, -0.731, 0.356, -0.318, -0.676, -0.085, -0.104, 0.932, -0.692, -0.621, -0.847, -0.304, 0.295, 0.278, -0.065, 0.261, 0.251, 0.585, 0.474, 0.515, 0.587, 0.223, -0.832, 0.833, -0.615, -0.661, -0.379, 0.655, -0.145, -0.636, 0.522, 0.497, 0.493, -1.645, 1.441, -1.658, -1.229, 0.420, 0.281, 0.435, 0.095, 0.367, 0.303, 0.471, 0.639, 0.048], "homo_lumo_gap_ev": [6.308, 6.012], "total_charge": 2, "largest_force_ev_per_a": 0.32, "spin_multiplicity": 5, "energy_ev": -143147.84678, "lumo_energy_ev": [-5.460, -7.463], "de_lowest_kj_mol": 0.0, "s2": 6.058}